#A
{"formula": "C8H8N3O2S", "method": "ωB97M-V/def2-TZVPD", "orbital_gap_ev": 6.473, "homo_ev": -3.706, "total_charge": -1, "lumo_ev": 2.77, "elements": ["C", "C", "C", "C", "C", "C", "C", "C", "N", "N", "N", "O", "O", "S", "H", "H", "H", "H", "H", "H", "H", "H"], "positions_angstrom": [[-1.206, -0.621, 1.700], [-1.430, 0.721, -0.317], [-2.819, -1.085, 0.165], [-1.257, 1.720, -1.278], [-4.274, -2.761, 0.781], [0.455, -0.625, -0.054], [-0.459, 0.215, 0.787], [2.720, -0.438, -0.808], [-2.528, -0.028, -0.541], [-2.274, -1.232, 1.470], [-3.649, -2.090, -0.167], [0.276, -1.709, -0.563], [1.589, 0.127, -0.173], [-5.227, -4.069, 0.381], [-0.938, -0.787, 2.775], [-1.959, 1.824, -2.044], [-0.435, 2.359, -1.172], [-4.418, -2.588, 1.912], [-0.025, 1.092, 1.139], [3.504, -0.622, -0.069], [3.160, 0.129, -1.698], [2.700, -1.437, -1.259]], "nbo_charge": [0.14, 0.22, 0.56, -0.50, -0.07, 0.83, -0.48, -0.28, -0.57, -0.42, -0.56, -0.56, -0.52, -0.33, 0.17, 0.21, 0.17, 0.18, 0.26, 0.18, 0.19, 0.21]}

---

#B
{"formula": "C8H8N3O2S", "method": "ωB97M-V/def2-TZVPD", "orbital_gap_ev": 6.765, "homo_ev": -3.867, "total_charge": -1, "lumo_ev": 2.90, "elements": ["C", "C", "C", "C", "C", "C", "C", "C", "N", "N", "N", "O", "O", "S", "H", "H", "H", "H", "H", "H", "H", "H"], "positions_angstrom": [[0.354, 0.527, -1.410], [-0.915, -0.025, 0.518], [-1.799, -0.240, -1.645], [-1.002, 0.174, 1.919], [-3.150, -0.805, -3.606], [1.608, 0.524, 0.836], [0.562, -0.058, -0.032], [2.881, 0.061, 2.774], [-1.964, -0.285, -0.333], [-0.612, 0.272, -2.183], [-2.819, -0.554, -2.373], [1.992, 1.666, 0.867], [2.114, -0.438, 1.633], [-2.254, -1.706, -4.726], [1.202, 1.053, -1.886], [-1.932, 0.389, 2.511], [-0.056, 0.377, 2.487], [-4.166, -0.389, -3.942], [0.833, -1.187, -0.233], [3.964, -0.253, 2.660], [2.350, -0.260, 3.627], [2.808, 1.157, 2.537]], "nbo_charge": [0.19, 0.23, 0.55, -0.54, -0.01, 0.82, -0.48, -0.30, -0.57, -0.44, -0.54, -0.61, -0.52, -0.35, 0.17, 0.20, 0.17, 0.16, 0.26, 0.19, 0.19, 0.23]}

---

Top of the stability list: #B, leading by 0.0118 hartree.

---

#A
{"formula": "C4H14N2O", "method": "ωB97M-V/def2-TZVPD", "orbital_gap_ev": 9.413, "homo_ev": -8.445, "lumo_ev": 0.97, "elements": ["C", "C", "C", "N", "C", "N", "H", "H", "H", "H", "H", "H", "H", "H", "H", "H", "H", "H", "H", "H", "O"], "positions_angstrom": [[-2.569, -0.188, -0.449], [-1.558, 0.649, 0.315], [-0.265, -0.022, 0.792], [0.831, 0.302, -0.199], [2.138, 0.285, 0.503], [2.458, 1.330, 1.458], [-2.022, -0.883, -1.093], [-3.249, 0.440, -1.047], [-3.095, -0.765, 0.319], [-1.145, 1.287, -0.459], [-2.040, 1.469, 0.876], [-0.319, -1.121, 0.881], [0.188, 0.382, 1.727], [0.556, 1.180, -0.616], [2.132, -0.669, 1.046], [2.903, 0.241, -0.296], [3.197, 1.954, 1.154], [1.703, 2.005, 1.576], [-0.618, -2.664, -1.735], [0.728, -2.941, -2.444], [0.046, -2.272, -2.308]], "nbo_charge": [-0.60, -0.42, -0.23, -0.62, -0.06, -0.86, 0.21, 0.21, 0.20, 0.19, 0.21, 0.19, 0.18, 0.34, 0.17, 0.18, 0.36, 0.35, 0.47, 0.47, -0.93]}

---

#B
{"formula": "C4H14N2O", "method": "ωB97M-V/def2-TZVPD", "orbital_gap_ev": 9.625, "homo_ev": -8.717, "lumo_ev": 0.91, "elements": ["C", "C", "C", "N", "C", "N", "H", "H", "H", "H", "H", "H", "H", "H", "H", "H", "H", "H", "H", "H", "O"], "positions_angstrom": [[0.267, -2.185, -0.527], [-0.362, -1.690, 0.779], [-1.131, -0.387, 0.564], [-0.384, 0.644, -0.152], [-1.048, 1.924, -0.131], [-0.281, 2.848, -0.934], [-0.508, -2.435, -1.260], [0.858, -1.386, -0.978], [0.861, -3.079, -0.357], [0.433, -1.485, 1.489], [-1.110, -2.405, 1.108], [-2.018, -0.591, -0.045], [-1.542, -0.006, 1.499], [0.568, 0.760, 0.177], [-1.141, 2.316, 0.885], [-2.066, 1.759, -0.502], [-0.762, 3.713, -1.146], [-0.027, 2.421, -1.815], [3.913, -0.270, 0.521], [2.460, -0.551, 0.178], [3.022, 0.084, 0.647]], "nbo_charge": [-0.61, -0.40, -0.21, -0.65, -0.03, -0.84, 0.21, 0.20, 0.21, 0.20, 0.21, 0.18, 0.17, 0.37, 0.15, 0.14, 0.36, 0.36, 0.47, 0.47, -0.94]}

---

#C
{"formula": "C4H14N2O", "method": "ωB97M-V/def2-TZVPD", "orbital_gap_ev": 9.446, "homo_ev": -9.079, "lumo_ev": 0.37, "elements": ["C", "C", "C", "C", "N", "N", "H", "H", "H", "H", "H", "H", "H", "H", "H", "H", "H", "H", "H", "H", "O"], "positions_angstrom": [[0.014, 0.236, -2.606], [-0.216, 0.236, -1.057], [-0.126, -1.192, -0.573], [-0.350, -1.354, 0.939], [-1.700, -0.966, 1.359], [0.540, 1.303, -0.519], [-0.741, -0.447, -3.158], [1.090, 0.318, -3.077], [-0.503, 1.207, -2.737], [-1.334, 0.416, -0.969], [-0.924, -1.878, -1.037], [0.704, -1.628, -1.185], [0.373, -0.762, 1.437], [-0.079, -2.352, 1.199], [-1.806, -1.646, 2.126], [-1.630, -0.066, 1.852], [1.535, 1.116, -0.544], [0.462, 1.514, 0.501], [1.645, 1.237, 2.342], [1.429, 2.426, 3.328], [1.617, 2.282, 2.377]], "nbo_charge": [-0.64, -0.07, -0.44, -0.23, -0.82, -0.84, 0.21, 0.22, 0.23, 0.19, 0.21, 0.21, 0.15, 0.19, 0.36, 0.35, 0.35, 0.37, 0.47, 0.47, -0.94]}

---

#D
{"formula": "C4H14N2O", "method": "ωB97M-V/def2-TZVPD", "orbital_gap_ev": 8.784, "homo_ev": -8.173, "lumo_ev": 0.61, "elements": ["C", "N", "C", "C", "N", "C", "H", "H", "H", "H", "H", "H", "H", "H", "H", "H", "H", "H", "H", "H", "O"], "positions_angstrom": [[-1.254, 2.744, -0.767], [-1.396, 1.688, 0.271], [-2.070, 0.366, 0.198], [-1.313, -1.030, -0.249], [-0.336, -1.328, 0.698], [1.118, -1.321, 0.313], [-0.624, 2.656, -1.610], [-2.294, 3.223, -1.077], [-0.825, 3.657, -0.397], [-0.355, 1.507, 0.603], [-3.052, 0.250, -0.375], [-2.360, 0.084, 1.301], [-1.058, -0.876, -1.337], [-2.122, -1.781, -0.212], [-0.444, -2.200, 1.265], [1.709, -1.296, 1.298], [1.371, -0.470, -0.215], [1.518, -2.231, -0.152], [4.506, -0.608, 0.527], [4.221, -1.744, -0.226], [5.056, -1.294, 0.141]], "nbo_charge": [-0.42, -0.65, -0.21, -0.24, -0.66, -0.41, 0.17, 0.19, 0.20, 0.35, 0.19, 0.18, 0.18, 0.19, 0.37, 0.19, 0.19, 0.17, 0.46, 0.46, -0.91]}

---

Top of the stability list: #B, leading by 0.0386 hartree.